# 1
DFT (ωB97M-V/def2-TZVPD) results for 2 unconnected molecules or ions with the total composition C4H7NO2.

```
14
Properties=species:S:1:pos:R:3:forces:R:3
N -1.899004 -0.466213 -1.534372 0.0 -0.1 0.0
C -1.041670 -0.027113 -0.619713 -0.1 0.0 -0.1
O -1.326700 0.006867 0.607589 0.0 0.0 -0.2
C 0.282726 0.620962 -0.723647 0.0 0.0 0.0
C 0.093696 0.946263 0.800354 0.0 0.1 0.0
C 1.819452 -0.749679 1.675782 0.2 0.0 -0.1
O 2.896180 -0.422497 1.224754 -0.3 -0.2 0.1
H -2.822280 -0.746704 -1.232886 0.1 0.0 -0.1
H -1.669768 -0.476898 -2.514527 0.0 0.0 0.1
H 0.322964 1.422391 -1.470349 0.0 -0.1 0.2
H 1.124599 -0.063989 -0.887296 -0.2 0.0 -0.1
H -0.417949 1.924653 0.843737 0.2 -0.1 0.1
H 1.154628 -1.456932 1.132351 0.0 0.2 0.0
H 1.483126 -0.511112 2.698221 0.2 0.1 -0.1
```
Positions in Å, forces in eV/Å.

Its total charge is 0. The value obtained for the lowest unoccupied orbital energy is 0.318 eV. The gap between HOMO and LUMO comes out at 7.94 eV. The value obtained for the HOMO energy is -7.6 eV. The value obtained for the energy relative to the best compared isomer or geometry (same formula, charge and spin) is 496.48 kJ/mol.

Here are the Löwdin charges for atoms 1 to 5, given in e:
1. N 0.218
2. C -0.474
3. O 0.032
4. C -0.135
5. C -0.001


# 2
DFT (ωB97M-V/def2-TZVPD) results for a molecular structure, C13H29N5O8P at a distorted geometry.

```
56
Properties=species:S:1:pos:R:3:forces:R:3
O -5.865940 4.061426 -4.465384 0.0 -0.1 0.1
O 2.284286 -5.684584 4.525506 1.1 1.3 0.5
O -3.755451 0.168346 -2.245269 -0.2 0.3 0.2
O 2.433280 -3.106264 1.681301 -4.0 -16.6 -4.3
O 4.929741 -3.427794 5.436621 -0.6 -0.2 0.1
O 0.209253 -1.859144 2.244279 0.3 -0.9 0.5
O 2.759642 -1.400637 2.190177 1.3 17.0 6.2
O 1.515096 -2.786227 4.165994 -0.1 1.2 -2.1
C -4.707352 3.683360 -4.436699 -0.8 1.5 -1.1
C 3.116506 -5.109239 5.218477 -0.8 -1.4 -0.1
C -3.119348 0.583433 -3.203063 -0.4 0.3 1.0
C 1.158973 1.427557 0.477522 0.1 0.6 -0.5
N 0.171129 0.698541 0.916532 -1.4 -0.5 0.4
N -2.482142 -0.279435 -3.997951 0.7 -0.4 -1.0
N 0.943076 2.509519 -0.254698 -0.4 1.1 -0.4
N -4.346680 2.672778 -3.641737 1.0 -1.7 0.7
N 2.376004 1.061087 0.768779 1.4 -0.2 0.2
C -3.674361 4.362504 -5.314921 -0.2 -0.2 0.2
C 3.522987 -5.715146 6.555677 0.0 0.3 -0.3
C -1.666816 0.004257 -5.180702 -0.3 0.2 0.2
C 2.695789 -2.630639 4.967991 0.9 -0.2 0.9
C 3.709690 -3.766514 4.745134 0.9 0.3 -0.2
C -0.370068 3.046405 -0.674840 0.0 -0.6 -0.4
C -0.955942 2.279708 -1.872464 -0.3 0.3 0.2
C -2.354934 2.810797 -2.225532 0.5 -0.5 0.1
C -3.003103 2.099952 -3.432355 -0.4 0.6 0.0
P 1.667761 -2.309850 2.634910 -1.2 -0.6 3.1
H 5.468915 -2.782543 4.943040 -0.6 -0.5 0.1
H -0.293080 -2.654378 2.487383 -1.1 0.3 -0.2
H 2.972723 -2.258495 1.686828 4.4 -0.5 -3.4
H -0.769513 0.973245 0.701434 -0.2 -0.2 0.1
H 0.325468 -0.158437 1.429905 -0.2 0.3 -0.2
H -2.645117 -1.248635 -3.767074 -0.1 0.1 0.1
H 1.754852 3.031427 -0.540586 0.0 0.0 0.0
H -5.109257 2.274380 -3.108108 0.1 -0.1 0.1
H 3.164690 1.590013 0.446211 0.1 0.0 0.0
H 2.540355 0.222952 1.317971 0.2 -0.2 0.2
H -2.879280 4.773735 -4.698521 0.3 0.0 -0.1
H -3.276573 3.644077 -6.027578 0.3 0.0 -0.1
H -4.159818 5.171605 -5.860198 0.0 -0.2 0.1
H 2.931047 -6.610462 6.765300 0.0 0.3 -0.3
H 3.364257 -4.990273 7.358049 0.2 0.0 0.0
H 4.580767 -5.989804 6.531915 0.0 0.2 0.1
H -0.782532 0.582405 -4.907681 0.0 0.0 -0.1
H -2.251291 0.556319 -5.920130 0.1 0.0 0.0
H -1.341006 -0.934629 -5.633811 -0.1 0.2 0.2
H 2.401989 -2.626461 6.023722 -0.3 0.0 -0.3
H 3.177283 -1.665430 4.772538 -0.1 -0.2 -0.1
H 3.946183 -3.865302 3.682299 -0.3 -0.1 0.0
H -0.252158 4.095100 -0.956943 0.2 -0.1 0.3
H -1.072555 3.008412 0.160933 0.1 0.1 0.1
H -1.021220 1.220703 -1.621730 0.1 -0.1 -0.1
H -0.296847 2.397224 -2.733724 0.2 -0.1 0.0
H -2.276243 3.876195 -2.448272 -0.2 0.0 -0.1
H -3.005015 2.697375 -1.355528 -0.1 0.0 -0.1
H -2.388099 2.275486 -4.310930 -0.1 0.2 -0.2
```
Positions in Å, forces in eV/Å.

Its total charge is +1. The value obtained for the lowest unoccupied orbital energy is -2.673 eV. The gap between HOMO and LUMO comes out at 8.77 eV. The value obtained for the HOMO energy is -11.4 eV.

Here are the Löwdin charges for atoms 1 to 5, given in e:
1. O 0.054
2. O 0.089
3. O 0.056
4. O -0.068
5. O -0.017


# 3
DFT (ωB97M-V/def2-TZVPD) results for a molecular structure, C32H33F4N3OSn at a distorted geometry.

```
74
Properties=species:S:1:pos:R:3:forces:R:3
Sn 0.117351 0.942648 1.036375 1.4 0.0 -1.2
C -3.592720 2.935724 1.703710 0.0 -0.2 0.1
N -2.627898 2.717771 0.662583 0.4 0.1 -0.1
C -1.891118 3.925045 0.328344 -0.1 -0.3 0.1
C -3.163851 2.017320 -0.489801 0.1 -0.1 0.0
C -3.206807 0.473710 -0.391020 -0.1 0.0 -0.1
N -2.004889 -0.183194 0.069875 -0.7 0.7 0.6
C -2.260394 -1.220023 0.908449 0.1 -0.6 -0.3
C -2.270036 -1.201732 2.323450 -0.2 0.1 -0.1
F -2.225742 -0.035208 2.999838 0.0 0.0 -0.1
C -2.480530 -2.336291 3.090188 0.2 0.3 0.1
F -2.467848 -2.182293 4.440992 -0.1 -0.2 0.0
C -2.711868 -3.577181 2.545014 0.0 0.0 0.0
C -2.743324 -3.630424 1.160597 0.0 -0.2 0.1
F -2.989784 -4.830329 0.567851 0.0 0.0 0.0
C -2.534603 -2.518142 0.384255 0.1 0.2 0.0
F -2.600978 -2.663651 -0.952208 0.0 0.0 0.0
H -4.346473 3.699804 1.425050 0.0 0.0 0.0
H -3.094435 3.265182 2.618368 0.0 0.0 0.0
H -4.115079 2.004005 1.928839 0.0 0.0 0.0
H -2.546474 4.735167 -0.044279 0.0 0.0 0.0
H -1.141098 3.682850 -0.418027 0.1 0.0 -0.1
H -1.343643 4.275111 1.205262 -0.1 0.1 0.0
H -2.582028 2.309989 -1.367215 0.1 -0.1 0.1
H -4.206839 2.338697 -0.678359 0.0 0.1 -0.1
H -3.492025 0.156158 -1.414677 -0.1 0.0 0.0
H -4.076701 0.209612 0.238035 0.0 0.0 0.0
H -2.865196 -4.453914 3.155880 0.0 0.0 0.0
C 0.724481 -0.259616 5.662350 0.0 0.0 0.0
C 1.471274 -0.608816 4.403111 0.0 0.0 0.0
C 1.146984 -1.760072 3.699259 0.0 -0.1 -0.1
C 1.725075 -2.029846 2.463574 0.0 0.0 0.0
C 1.244935 -3.184192 1.628161 0.0 0.0 0.0
C 2.668287 -1.144603 1.955336 0.0 0.0 0.0
C 3.026599 0.010956 2.644820 0.0 0.0 0.0
C 3.912497 1.033847 1.997359 0.0 -0.1 0.0
C 2.418322 0.258857 3.871872 0.0 0.0 0.0
H -0.135681 0.368605 5.416509 0.0 0.0 0.0
H 1.353047 0.288300 6.368006 0.0 0.0 0.0
H 0.340553 -1.154736 6.154536 0.0 0.0 0.0
H 0.389558 -2.436143 4.083870 0.0 0.0 0.0
H 0.400659 -2.859486 1.012950 0.0 0.0 0.0
H 0.911077 -4.019110 2.248221 0.0 0.0 0.0
H 2.021160 -3.531912 0.945479 0.0 0.0 0.0
H 3.070137 -1.311045 0.961243 0.0 0.0 0.0
H 3.255569 1.694016 1.402107 0.0 0.0 0.0
H 4.622683 0.565348 1.313266 0.0 0.0 0.0
H 4.462364 1.618017 2.739459 0.0 0.0 0.0
H 2.653173 1.180301 4.397747 0.0 0.0 0.0
N 0.834945 -0.239658 -1.021756 -0.5 1.0 0.1
C 1.006338 0.111714 -2.213376 0.5 -0.9 0.2
C 0.557804 1.279309 -3.112585 -0.4 -0.3 0.0
C -0.228403 0.873247 -4.199480 -0.1 0.1 -0.1
C -0.678106 1.764115 -5.164519 0.1 -0.1 0.1
C -0.303459 3.098354 -5.083191 0.1 -0.1 0.0
C 0.483949 3.508674 -4.016069 0.3 0.5 0.3
C 0.908949 2.631102 -3.019468 -0.6 -0.6 1.2
C 1.808926 -0.871121 -3.091882 0.1 0.1 0.0
C 1.721295 -2.238543 -2.833781 0.0 -0.1 0.0
C 2.494032 -3.151921 -3.533093 0.0 0.0 0.0
C 3.401245 -2.715199 -4.495443 0.0 0.0 0.0
C 3.509337 -1.355815 -4.753104 0.0 0.0 0.0
C 2.707944 -0.446879 -4.069646 0.0 -0.1 0.0
H -0.497901 -0.175471 -4.281334 0.0 0.0 0.0
H -1.309402 1.415555 -5.975611 0.0 0.0 0.0
H -0.629074 3.812083 -5.833819 0.0 0.0 0.0
H 0.766527 4.556491 -3.944813 -0.1 0.0 0.0
H 1.317033 2.919648 -2.025999 0.2 0.1 -0.8
H 1.045831 -2.548674 -2.044421 0.0 0.0 0.0
H 2.397688 -4.212925 -3.325284 0.0 0.0 0.0
H 4.016205 -3.427876 -5.034669 0.0 0.0 0.0
H 4.219926 -0.999346 -5.492233 0.0 0.0 0.0
H 2.783018 0.611860 -4.291618 0.0 0.0 0.0
O 1.447655 2.226163 0.450597 -0.8 0.2 0.3
```
Positions in Å, forces in eV/Å.

Its total charge is -2. The value obtained for the lowest unoccupied orbital energy is 4.872 eV. The gap between HOMO and LUMO comes out at 5.14 eV. The value obtained for the HOMO energy is -0.3 eV. The value obtained for the energy relative to the best compared isomer or geometry (same formula, charge and spin) is 0.00 kJ/mol.

Here are the Löwdin charges for atoms 1 to 5, given in e:
1. Sn 1.049
2. C -0.125
3. N -0.301
4. C -0.127
5. C -0.217


# 4
DFT (ωB97M-V/def2-TZVPD) results for a gas-phase ion, C3H7N4S (charge +1) at a distorted geometry.

```
15
Properties=species:S:1:pos:R:3:forces:R:3
C 0.471640 0.027693 1.389962 1.5 1.0 0.9
N 1.382117 0.276665 0.300082 1.6 -0.8 -0.3
C 0.669237 0.479833 -0.923394 1.2 -5.2 2.1
S 0.815992 -1.484217 -1.855256 -0.3 2.4 -0.1
N -0.801475 -1.543486 -1.803840 -1.0 -0.2 0.7
N -1.520344 -0.677767 -1.262965 0.1 -0.4 -0.6
C -0.783667 0.447871 -0.631243 1.7 1.0 -0.9
N -0.863743 0.150384 0.849935 -2.6 -2.0 -2.3
H 0.570518 -0.800218 2.030975 0.3 -2.0 -0.1
H 0.615417 0.780873 2.143406 -0.3 1.1 0.1
H 2.307683 -0.273337 0.209857 -2.4 1.3 0.6
H 1.178380 1.134604 -1.510227 0.6 1.9 -2.2
H -1.137078 1.412628 -0.905039 -1.3 0.6 0.0
H -1.476926 -0.747242 0.616472 1.2 1.2 1.8
H -1.427752 0.815716 1.351274 -0.4 0.3 0.2
```
Positions in Å, forces in eV/Å.

Its total charge is +1. The value obtained for the lowest unoccupied orbital energy is -4.509 eV. The gap between HOMO and LUMO comes out at 8.82 eV. The value obtained for the HOMO energy is -13.3 eV. The value obtained for the energy relative to the best compared isomer or geometry (same formula, charge and spin) is 283.05 kJ/mol.

Here are the Löwdin charges for atoms 1 to 5, given in e:
1. C -0.151
2. N -0.039
3. C -0.251
4. S 0.932
5. N -0.409


# 5
DFT (ωB97M-V/def2-TZVPD) results for 3 unconnected molecules or ions with the total composition C6H18O2 at a distorted geometry.

```
26
Properties=species:S:1:pos:R:3:forces:R:3
C 1.400297 -1.743099 -0.241971 0.6 0.6 -0.2
C 0.733763 -0.424491 -0.653663 -0.4 -0.7 -0.2
C -0.595511 -0.674441 -1.386007 -0.7 0.0 0.7
C -1.560301 -1.564618 -0.585156 0.5 -0.5 0.2
C -2.026845 -0.938449 0.732790 0.2 0.1 0.0
C -2.624541 0.462193 0.555129 -0.3 -0.6 -0.9
H 2.442891 -1.583165 0.044929 0.0 0.1 -0.1
H 0.933807 -2.175631 0.640676 -0.2 -0.2 -0.1
H 1.392023 -2.433709 -1.083815 0.0 -0.3 0.1
H 0.619880 0.150768 0.261756 -0.2 0.4 -0.1
H 1.336748 0.157516 -1.345085 0.4 -0.1 0.2
H -1.110612 0.275041 -1.554977 0.2 0.1 -0.3
H -0.405887 -1.127629 -2.360617 0.1 0.0 0.0
H -1.017705 -2.488174 -0.362622 -0.1 -0.1 0.1
H -2.423272 -1.924417 -1.152151 -0.1 0.5 -0.2
H -2.735972 -1.616312 1.209439 -0.2 0.1 0.0
H -1.186682 -0.879385 1.427398 0.1 0.0 0.0
H -3.126252 0.493389 -0.419004 -0.2 0.0 0.1
H -1.858739 1.228441 0.461922 0.0 0.1 0.5
H -3.390202 0.676004 1.296955 0.3 0.3 0.2
O 1.681199 1.701388 1.894561 1.0 -1.3 0.6
H 0.972886 2.249339 2.145724 -1.5 1.6 0.0
H 1.696610 1.132017 2.680248 0.5 -0.2 -0.4
O 2.310034 2.382096 -0.800338 0.7 0.2 -0.9
H 1.384763 2.581660 -0.960180 0.1 0.0 0.6
H 2.518537 2.319395 0.134969 -0.7 0.0 0.1
```
Positions in Å, forces in eV/Å.

Its total charge is 0. The value obtained for the lowest unoccupied orbital energy is 0.366 eV. The gap between HOMO and LUMO comes out at 10.90 eV. The value obtained for the HOMO energy is -10.5 eV. The value obtained for the energy relative to the best compared isomer or geometry (same formula, charge and spin) is 11.28 kJ/mol.

Here are the Löwdin charges for atoms 1 to 5, given in e:
1. C -0.107
2. C -0.265
3. C -0.215
4. C -0.233
5. C -0.261